Entry 1:
{"formula": "C4H9NS", "method": "ωB97M-V/def2-TZVPD", "species": ["C", "C", "N", "C", "H", "H", "H", "H", "H", "H", "H", "C", "S", "H", "H"], "positions_angstrom": [[-1.01111, -1.43190, 0.56847], [-0.75820, -0.57619, -0.57566], [-0.76524, 0.66894, -0.64976], [-1.05661, 1.50536, 0.47853], [-1.75602, -2.09988, 0.32288], [-1.29981, -0.90493, 1.44235], [-0.16789, -2.05202, 0.79188], [-0.48526, -1.16860, -1.45778], [-0.57098, 2.47835, 0.50521], [-2.12887, 1.84166, 0.32478], [-0.93462, 0.94462, 1.37168], [2.69756, 0.13220, -0.88854], [3.13635, 0.58060, 0.59088], [3.34294, 0.37488, -1.77563], [1.75775, -0.29310, -1.04928]], "nbo_charge": [-0.69, 0.13, -0.41, -0.45, 0.23, 0.21, 0.23, 0.16, 0.21, 0.21, 0.18, -0.45, 0.07, 0.19, 0.19], "homo_lumo_gap_ha": 0.314, "homo_ev": -8.804, "smiles": "C/C=N\\C.C=S", "lumo_energy_ev": -0.25}

---

Entry 2:
{"formula": "H24O12", "method": "ωB97M-V/def2-TZVPD", "species": ["H", "H", "H", "H", "H", "H", "H", "H", "H", "H", "H", "H", "H", "H", "H", "H", "H", "H", "H", "H", "H", "H", "H", "H", "O", "O", "O", "O", "O", "O", "O", "O", "O", "O", "O", "O"], "positions_angstrom": [[-1.05626, 0.58112, 0.28782], [0.30824, 1.23474, 0.14305], [-0.30508, -3.68632, -1.87480], [-0.77921, -2.83980, -3.04469], [-1.44632, 4.91374, -1.38009], [-2.42484, 5.98230, -1.83912], [3.24237, -1.43583, 0.86836], [4.35756, -0.91854, -0.02540], [3.92768, 1.31685, 0.96299], [3.61925, 2.45490, 0.00394], [-3.33860, -3.10721, 2.40967], [-2.49509, -2.07457, 1.68017], [-2.33652, -0.24882, -1.81180], [-1.19795, -0.62319, -2.74643], [2.84092, -1.47962, 2.64813], [1.44609, -1.69334, 2.08350], [3.85416, 0.95925, -1.62702], [5.23191, 1.50289, -1.28601], [-2.21827, 3.71925, 2.06253], [-3.11168, 2.64958, 1.45618], [0.13544, -1.89971, -0.75262], [0.17571, -1.67665, 0.75027], [-3.87400, -1.94026, -0.71954], [-4.48928, -1.05097, 0.34847], [-0.12736, 0.37499, 0.13406], [-1.04395, -3.14145, -2.16839], [-2.37446, 5.16797, -1.32598], [3.76092, -1.66676, 0.08940], [4.33735, 2.06605, 0.51592], [-3.04440, -2.19096, 2.46356], [-1.92741, -1.00585, -2.24598], [1.96539, -1.07808, 2.61336], [4.42276, 1.17352, -0.87885], [-2.91125, 3.08921, 2.29017], [0.54700, -2.23003, 0.05391], [-3.67081, -1.19838, -0.13874]], "nbo_charge": [0.48, 0.47, 0.47, 0.46, 0.46, 0.47, 0.46, 0.47, 0.46, 0.46, 0.46, 0.48, 0.48, 0.46, 0.46, 0.48, 0.43, 0.48, 0.47, 0.46, 0.50, 0.47, 0.49, 0.48, -0.95, -0.93, -0.94, -0.94, -0.89, -0.95, -0.94, -0.93, -0.95, -0.93, -0.97, -0.96], "homo_lumo_gap_ha": 0.264, "homo_ev": -7.545, "lumo_energy_ev": -0.37}

---

Entry 3:
{"formula": "C5H8LiMgO3", "method": "ωB97M-V/def2-TZVPD", "species": ["C", "C", "H", "H", "H", "Mg", "O", "Li", "O", "C", "O", "C", "C", "H", "H", "H", "H", "H"], "positions_angstrom": [[-0.07897, -2.51412, -0.01189], [-1.30000, -2.94679, 0.66840], [-0.00775, -2.85542, -1.05790], [0.84994, -2.77995, 0.52255], [-1.47004, -4.02982, 0.67370], [-2.71084, -1.52162, 1.17475], [0.83854, 0.97840, -0.41743], [3.20393, 0.08999, -1.96899], [1.75413, -0.81428, -1.27102], [0.83093, -0.31502, -0.63223], [-0.13282, -0.97088, -0.06350], [-0.28030, 1.60933, 0.25073], [-0.02881, 3.09492, 0.28633], [-1.18750, 1.37487, -0.32039], [-0.34493, 1.18812, 1.26209], [0.02980, 3.50866, -0.72845], [-0.86562, 3.57589, 0.81072], [0.90030, 3.32771, 0.82254]], "nbo_charge": [-0.19, -0.73, 0.25, 0.25, 0.23, 1.62, -0.49, 0.99, -0.78, 1.04, -0.56, -0.07, -0.64, 0.18, 0.18, 0.24, 0.25, 0.24], "homo_lumo_gap_ha": [0.227, 0.320], "homo_ev": [-15.739, -18.098], "charge": 2, "spin_multiplicity": 2, "lumo_energy_ev": [-9.57, -9.38]}

---

Entry 4:
{"formula": "C2H4NO2", "method": "ωB97M-V/def2-TZVPD", "species": ["C", "C", "N", "O", "O", "H", "H", "H", "H"], "positions_angstrom": [[2.44097, -0.33737, 0.41827], [1.01680, -0.24075, -0.21736], [-1.38603, -0.23674, -0.21767], [3.30686, 0.00070, -0.31191], [-0.04644, -0.72908, 0.29261], [2.51958, -0.65312, 1.50173], [0.84730, 0.30915, -1.21180], [-1.26365, 0.08652, -1.16991], [-2.04219, -1.04445, -0.16434]], "nbo_charge": [0.33, 0.42, -0.40, -0.34, -0.21, 0.20, 0.22, 0.37, 0.41], "homo_lumo_gap_ha": 0.331, "homo_ev": -16.441, "charge": 1, "lumo_energy_ev": -7.44}

---

Quick rundown of F_max, same order as above: 2.5, 14.8, 1.7, 2.7 eV Å⁻¹
Quick rundown of relative energy (zero: lowest compared OMol25 entry of this formula, charge and spin), same order as above: 56.55, 180.18, 22.97, 89.58 kcal per mole